84
Properties=species:S:1:pos:R:3 method="wB97M-V/def2-TZVPD" total_energy_ev=-92205.7969 lumo_ev="-5.82 / -6.34" spin_multiplicity=2 e_homo_ev="-12.7 / -12.8" charge=+2
W 10.51726 9.38568 9.68307
C 8.51487 9.41086 12.29832
N 9.36654 8.58498 11.39121
C 10.03001 7.54402 12.24841
C 11.40493 8.11928 12.59759
N 11.99197 9.02629 11.49628
C 12.38107 10.25431 12.27096
C 13.27206 8.46128 10.99879
C 14.05424 7.71592 11.87094
C 15.16548 7.02377 11.41280
C 15.61264 7.18006 10.12295
C 14.92829 8.03174 9.29784
C 13.72395 8.63305 9.71718
S 12.79623 9.48562 8.40698
C 8.86360 8.08599 10.15311
C 7.58050 8.63556 9.67718
C 7.01727 7.87264 8.51207
C 7.46537 6.64618 8.13843
C 8.74252 6.16766 8.64811
C 9.46256 6.90107 9.53342
S 11.20565 7.04630 9.48548
H 7.63279 8.84952 12.62619
H 8.24191 10.34872 11.81964
H 9.10868 9.67404 13.17084
H 10.04006 6.57047 11.73017
H 9.41006 7.42411 13.12901
H 12.06296 7.29517 12.82565
H 11.33340 8.73997 13.47870
H 12.89376 10.96625 11.64699
H 13.10190 9.98820 13.05748
H 11.46429 10.66942 12.66680
H 13.76260 7.66884 12.93024
H 15.72827 6.41829 12.10514
H 16.47377 6.62408 9.77892
H 15.19581 8.08015 8.24904
H 6.77893 8.67495 10.42583
H 6.04211 8.22380 8.19831
H 7.00915 6.08073 7.34742
H 9.26907 5.37325 8.18746
C 8.56076 14.37080 11.32240
C 9.55533 13.41411 11.94081
O 9.64954 12.20414 11.14061
P 10.83542 11.92558 10.06528
S 8.10626 10.37464 9.31438
S 12.46206 12.94008 10.46006
O 10.26646 12.41014 8.60744
C 10.55323 13.70841 8.04831
C 9.30123 14.15418 7.41026
H 8.20910 15.05485 12.10186
H 7.64084 13.83939 11.02387
H 8.95012 14.93814 10.45551
H 9.15256 13.04443 12.92471
H 10.57062 13.82397 12.14803
H 11.42951 13.59718 7.36833
H 10.75794 14.43160 8.84347
H 8.93324 13.42588 6.64230
H 9.32198 15.11456 6.93922
H 8.55212 14.21404 8.20494
N 7.23376 10.46523 6.30207
C 8.38564 9.80791 5.60399
C 9.68158 10.00196 6.39273
N 9.97834 8.94112 7.40845
H 6.41082 9.83976 6.31785
H 6.94541 11.32821 5.85220
H 7.47589 10.53268 7.33304
H 8.50708 10.24051 4.64529
H 8.12604 8.76477 5.53631
H 9.59694 10.98764 6.89294
H 10.51815 10.03405 5.68011
H 10.69854 8.32786 7.00206
H 9.14843 8.35670 7.44159
C 12.95536 11.31418 5.69754
C 14.18515 11.07764 6.54820
C 15.01399 9.95177 6.00278
C 13.84114 10.93591 8.00100
H 13.18301 11.79584 4.75506
H 12.23889 11.98161 6.20847
H 12.53650 10.33420 5.54744
H 14.71550 11.99643 6.51244
H 14.45112 9.00678 5.93901
H 15.89156 9.73967 6.63993
H 15.35900 10.20622 4.99550
H 14.70966 10.80718 8.59078
H 13.24934 11.81227 8.30486



88
Properties=species:S:1:pos:R:3 method="wB97M-V/def2-TZVPD" total_energy_ev=-95617.8873 lumo_ev="-11.98 / -10.72" spin_multiplicity=6 e_homo_ev="-15.2 / -15.2" charge=+3
C 3.68927 3.75880 -1.94300
C 3.15518 2.92756 -0.69321
C 1.75634 2.34360 -1.07066
I 1.92949 0.62686 -2.40007
C 0.77103 2.12686 0.15657
C -0.05892 3.45549 0.18519
C -1.23042 3.55682 -0.85356
C -2.63549 3.14914 -0.28694
C -3.67933 2.57219 -1.33252
C -3.23044 1.38181 -2.25239
C -4.13912 0.11883 -1.99640
C -3.89102 -1.10774 -2.94839
C -2.42427 -1.63773 -2.99236
C -2.34015 -3.09112 -3.56650
C -0.91810 -3.72887 -3.10393
O 0.01967 -3.73406 -4.13801
C 0.03601 -4.93845 -4.89798
O -0.13936 1.10222 -0.26588
C -0.76032 0.54442 0.86885
O -1.52543 -0.28488 0.74732
C -0.14898 1.23416 2.12872
C -0.29911 0.23655 3.32909
O -1.23908 0.83263 4.25294
C -2.42151 0.18757 4.24336
F -3.17781 0.77592 5.17092
F -3.09061 0.34003 3.08787
F -2.33735 -1.08546 4.59482
C 1.29024 1.48233 1.51153
C 2.15436 0.23624 1.16546
C 2.67513 -0.60875 2.38904
C 1.87593 -1.96819 2.38932
C 2.55679 -3.08875 1.53334
N 2.18800 -4.39655 2.09967
C 0.77370 -4.61164 2.09673
N 0.02982 -4.37173 3.06624
N 0.13173 -5.18732 0.93040
S 2.24581 2.57531 2.69134
C 4.04707 2.37407 2.54004
O 1.95946 4.02631 2.50874
O 1.92415 2.25342 4.05274
H 2.94958 3.82361 -2.76034
H 4.55351 3.20966 -2.36421
H 4.03112 4.77098 -1.66809
H 3.92254 2.16719 -0.50304
H 3.01003 3.65999 0.13007
H 1.28015 3.11358 -1.71275
H 0.68299 4.28036 -0.09706
H -0.48390 3.74388 1.19729
H -0.91520 3.04393 -1.77703
H -1.31344 4.64691 -1.12610
H -2.60635 2.49779 0.60491
H -3.09406 4.10650 0.04651
H -4.52565 2.16867 -0.73927
H -4.09394 3.42434 -1.90559
H -3.40236 1.68355 -3.31047
H -2.17172 1.07740 -2.17364
H -4.02137 -0.26303 -0.95738
H -5.18532 0.46249 -2.08488
H -4.54471 -1.96113 -2.69158
H -4.12090 -0.73562 -3.96849
H -1.86148 -0.98445 -3.69429
H -1.94143 -1.51074 -2.00461
H -2.28914 -3.07906 -4.67094
H -3.13170 -3.75312 -3.17804
H -1.09256 -4.73711 -2.66629
H -0.47126 -3.13153 -2.28278
H -0.38984 -4.68426 -5.90066
H -0.54089 -5.76337 -4.45345
H 1.07029 -5.29765 -5.09239
H -0.68717 2.12488 2.50698
H 0.62160 0.09876 3.91831
H -0.61176 -0.76485 2.99161
H 3.05327 0.54955 0.59666
H 1.63863 -0.47583 0.49286
H 3.72967 -0.88681 2.17972
H 2.63291 -0.10063 3.36424
H 1.76954 -2.33362 3.42403
H 0.86617 -1.80749 1.95482
H 2.14801 -3.00811 0.49729
H 3.64414 -2.90689 1.50878
H 2.55975 -5.11812 1.48286
H 0.59823 -4.02419 3.84005
H -0.55600 -4.53999 0.55998
H -0.42493 -5.96671 1.27507
H 4.38125 1.91081 1.60250
H 4.57503 3.32512 2.74448
H 4.33840 1.69437 3.36716
Dy 0.89795 5.87208 0.49877



91
Properties=species:S:1:pos:R:3 method="wB97M-V/def2-TZVPD" total_energy_ev=-249040.5593 lumo_ev="0.15 / 0.15" spin_multiplicity=2 e_homo_ev="-5.7 / -5.2"
V -0.12548 -0.87919 0.44758
O -3.27323 -3.71781 -4.04995
C -2.51842 -3.04999 -3.14286
C -1.13465 -3.17836 -3.06271
C -0.46689 -2.47400 -2.08429
N -1.08921 -1.65771 -1.22066
C -2.40766 -1.52884 -1.33921
Br -3.21165 -0.29670 -0.17640
C -3.17937 -2.19912 -2.26473
H -2.72192 -4.31192 -4.57159
H -0.58490 -3.83039 -3.72755
H 0.60101 -2.57488 -1.93013
H -4.24893 -2.06935 -2.30729
S -1.40032 -2.12139 2.01285
C -0.38529 -3.53002 2.39075
C -0.86542 -4.49931 3.27005
C -0.13135 -5.63244 3.57177
C 1.11529 -5.81645 2.98417
C 1.60302 -4.86034 2.11066
C 0.87364 -3.71278 1.80235
S 1.56735 -2.51644 0.68989
H -1.84314 -4.35321 3.71300
H -0.52985 -6.36890 4.25653
H 1.70152 -6.69908 3.20344
H 2.57383 -4.99206 1.64859
N 3.45771 2.87815 2.20294
C 2.64483 1.79201 2.74994
C 1.47670 1.54312 1.81367
N 0.72235 0.32995 2.10992
H 4.25614 3.06833 2.79780
H 2.91530 3.73499 2.16266
H 3.49881 2.25788 -0.00611
H 2.27615 1.98330 3.76731
H 3.26558 0.89172 2.79126
H 1.84819 1.47263 0.78990
H 0.77299 2.37982 1.84341
H -0.00707 0.51854 2.79942
H 1.33133 -0.41577 2.45304
C -2.57325 3.24682 -1.01215
C -2.52370 4.40768 -2.04408
N -1.31407 4.30781 -2.86569
C -1.33228 3.01810 -3.55862
C -1.38212 1.85663 -2.53226
N -1.39909 2.39285 -1.17246
C -0.20230 3.20308 -0.95279
C -0.14306 4.35530 -1.98877
H -3.46659 2.63316 -1.14858
H -2.58372 3.61846 0.01466
H -2.52254 5.38122 -1.54915
H -3.38610 4.38075 -2.71406
H -0.43804 2.95163 -4.18412
H -2.20070 3.00524 -4.22203
H -0.51754 1.20208 -2.62504
H -2.27938 1.24583 -2.66677
H 0.66839 2.55006 -1.03090
H -0.23920 3.58617 0.07001
H 0.75207 4.27977 -2.61188
H -0.12258 5.33302 -1.50112
C 2.41506 -0.47291 -5.48547
C 2.60508 0.75336 -4.62585
O 1.81759 0.65574 -3.42969
P 2.43420 0.22841 -2.03703
O 1.34429 0.09955 -1.05614
Te 4.09657 1.96504 -1.52632
O 3.20911 -1.09650 -2.38383
C 4.56781 -1.48521 -2.05810
C 4.73916 -1.82911 -0.60572
H 3.00583 -0.37919 -6.39712
H 1.36947 -0.58175 -5.76681
H 2.72831 -1.37076 -4.95702
H 2.25134 1.65566 -5.12526
H 3.65850 0.91409 -4.36698
H 5.22955 -0.67536 -2.37763
H 4.74457 -2.34659 -2.70295
H 4.65704 -0.94789 0.03199
H 5.73400 -2.25688 -0.46756
H 3.99073 -2.54721 -0.27457
C -4.20134 -0.27786 3.39250
As -2.95783 0.87237 4.29966
C -1.84423 -0.31491 5.31911
C -4.02366 1.80370 5.60509
S -1.89794 2.20258 3.07724
H -4.86614 -0.71976 4.13391
H -3.63976 -1.05751 2.88002
H -4.77581 0.31546 2.68393
H -2.44316 -0.83107 6.06739
H -1.06769 0.28085 5.79902
H -1.40430 -1.03631 4.62840
H -4.51418 1.09507 6.27004
H -4.76743 2.40275 5.08082
H -3.36588 2.46247 6.17132